Record 1
Density functional theory data (wB97M-V/def2-TZVPD) for a molecular structure, C55H83As2F12N8O3 in a non-equilibrium geometry.

Output
- F_max: 4.3 eV/A
- Total charge: +5
- Energy above the lowest of the compared OMol25 structures with the same formula, charge and spin: 54.6 kcal per mole
- Frontier orbital gap: 0.81 eV
- E_HOMO: -10.9 eV

Geometry (Å):
1 C -0.21528 2.51754 -14.04638
2 N -0.49409 1.56892 -12.96837
3 C -0.15258 0.28412 -13.12495
4 C -0.15521 -0.62389 -12.08425
5 C -0.62283 -0.18098 -10.80415
6 C -0.97483 1.19483 -10.64902
7 C -0.90291 2.00908 -11.74186
8 C -0.77946 -1.13280 -9.68455
9 C 0.27839 -1.83923 -9.10708
10 C 0.03094 -2.69470 -8.01563
11 N -1.17889 -2.80863 -7.43499
12 C -2.24655 -2.26387 -8.11656
13 C -2.04615 -1.50805 -9.26580
14 C -1.36234 -3.78341 -6.37092
15 H -0.78268 3.41974 -13.81792
16 H -0.53197 2.03463 -14.97083
17 H 0.84787 2.75320 -13.99863
18 H 0.16455 -0.01048 -14.11441
19 H 0.18191 -1.62360 -12.31516
20 H -1.33782 1.56249 -9.70062
21 H -1.09327 3.06974 -11.67001
22 H 1.28557 -1.67906 -9.46251
23 H 0.82316 -3.26404 -7.55233
24 H -3.23798 -2.37104 -7.70185
25 H -2.89767 -0.97233 -9.65863
26 H -1.04633 -3.27712 -5.45883
27 H -0.68826 -4.59224 -6.65290
28 H -2.34976 -4.22273 -6.22915
29 C -9.18868 1.15627 -1.43069
30 N -9.69725 0.11128 -0.54109
31 C -10.31117 0.46168 0.66537
32 C -10.90530 -0.50133 1.45923
33 C -10.84628 -1.91639 1.09943
34 C -10.21309 -2.24420 -0.11194
35 C -9.62500 -1.25072 -0.90604
36 C -11.54069 -2.93758 1.98302
37 C -11.30936 -2.96100 3.38759
38 C -11.86007 -3.98652 4.11781
39 N -12.76100 -4.79952 3.59611
40 C -13.11445 -4.70195 2.31224
41 C -12.49344 -3.82792 1.50680
42 C -13.26893 -5.86291 4.46143
43 H -10.04477 1.68078 -1.85509
44 H -8.73855 0.72167 -2.32322
45 H -8.60905 1.91553 -0.90568
46 H -10.33875 1.52675 0.84215
47 H -11.42937 -0.15505 2.33778
48 H -10.36094 -3.22941 -0.52895
49 H -9.25341 -1.57067 -1.86830
50 H -10.72812 -2.15565 3.81181
51 H -11.71824 -4.03358 5.18742
52 H -13.77262 -5.49232 1.98280
53 H -12.80420 -3.75607 0.47498
54 H -12.69090 -5.77264 5.38113
55 H -12.91890 -6.80430 4.03793
56 H -14.33892 -5.75494 4.63905
57 C 9.20305 2.48266 14.92592
58 N 8.68363 2.36168 13.57305
59 C 7.59289 3.08545 13.32132
60 C 6.92760 2.88133 12.11428
61 C 7.48065 2.01436 11.16606
62 C 8.66822 1.32572 11.43837
63 C 9.22815 1.45404 12.68352
64 C 6.90381 1.80423 9.78650
65 C 6.73040 0.50590 9.23561
66 C 6.07045 0.39750 7.98625
67 N 5.71982 1.52191 7.27623
68 C 5.99890 2.78597 7.72070
69 C 6.50002 2.93735 9.02014
70 C 5.03571 1.36338 5.98049
71 H 9.17496 3.52495 15.24360
72 H 10.23490 2.13148 14.91797
73 H 8.61165 1.90435 15.63579
74 H 7.17053 3.70154 14.10134
75 H 6.00642 3.40214 11.89844
76 H 9.12770 0.62684 10.75511
77 H 10.10906 0.89397 12.96050
78 H 6.96377 -0.39164 9.78910
79 H 5.92026 -0.55172 7.49347
80 H 5.82174 3.58801 7.01946
81 H 6.73825 3.92050 9.39838
82 H 4.29736 0.57143 6.10607
83 H 5.76455 1.05396 5.23140
84 H 4.39873 2.20969 5.72336
85 C -4.74218 -0.04343 5.09545
86 C -4.86287 -1.35220 5.97905
87 C -4.13655 -2.40663 5.20119
88 C -3.89758 -3.66853 6.00897
89 N -2.87193 -4.71635 5.32934
90 C -2.74045 -6.05903 6.08829
91 C -1.34360 -6.59989 5.74637
92 C -0.45634 -5.33627 5.83503
93 C -1.43764 -4.12897 5.51279
94 C -3.22980 -5.01323 3.85545
95 H -3.78057 0.44322 5.25849
96 H -5.56849 0.64652 5.26654
97 H -4.80413 -0.32875 4.04528
98 H -5.91837 -1.58632 6.11762
99 H -4.40355 -1.29491 6.96589
100 H -3.16472 -2.02759 4.88501
101 H -4.51941 -2.62938 4.20525
102 H -4.73383 -4.36703 5.97909
103 H -3.62911 -3.51702 7.05447
104 H -3.62220 -6.66661 5.88462
105 H -2.81453 -5.71301 7.11926
106 H -1.34044 -6.88888 4.69538
107 H -1.12430 -7.37718 6.47837
108 H 0.34064 -5.46108 5.10198
109 H 0.03810 -5.26823 6.80406
110 H -1.29005 -3.62333 4.55850
111 H -1.57656 -3.42786 6.33574
112 H -3.24834 -4.15024 3.18987
113 H -4.19048 -5.52798 3.87046
114 H -2.55403 -5.76518 3.44799
115 C 11.58696 5.12343 -5.57146
116 C 10.18246 5.53385 -5.99708
117 C 9.05647 4.60960 -5.39534
118 C 7.62308 4.77972 -5.90116
119 N 6.56532 4.17359 -5.04557
120 C 5.14223 4.23706 -5.67713
121 C 4.59109 5.62459 -5.36754
122 C 5.30968 6.03507 -4.05828
123 C 6.30443 4.99558 -3.68327
124 C 6.88639 2.68236 -4.69758
125 H 11.48212 5.11154 -4.48657
126 H 12.37258 5.83634 -5.82174
127 H 11.97227 4.17177 -5.93749
128 H 10.16638 5.30686 -7.06306
129 H 9.96961 6.59003 -5.83190
130 H 9.02301 4.66985 -4.30752
131 H 9.33799 3.59860 -5.68983
132 H 7.46922 4.36215 -6.89618
133 H 7.36474 5.81778 -6.11039
134 H 4.48247 3.46126 -5.28860
135 H 5.21553 4.05055 -6.74855
136 H 3.50789 5.57543 -5.25638
137 H 4.83550 6.27413 -6.20805
138 H 4.55564 6.20209 -3.28910
139 H 5.80188 6.98805 -4.25235
140 H 5.97942 4.29610 -2.91308
141 H 7.22183 5.47905 -3.34751
142 H 6.93157 2.11155 -5.62507
143 H 6.06587 2.27315 -4.10818
144 H 7.76176 2.66764 -4.04827
145 As -1.43776 1.09672 -1.64735
146 F -0.16204 0.22109 -2.57176
147 F -2.59123 -0.23227 -2.07613
148 F -2.79636 1.83583 -0.75346
149 F -0.26724 2.42057 -1.17685
150 F -1.78950 2.00449 -3.16723
151 F -0.89859 0.17800 -0.14922
152 As 4.47175 -5.46919 -0.31552
153 F 4.73565 -6.78477 0.90807
154 F 4.74933 -4.13708 0.94382
155 F 4.36313 -4.27980 -1.66273
156 F 4.29264 -6.73773 -1.59782
157 F 2.73828 -5.55649 -0.03612
158 F 6.22375 -5.47569 -0.64165
159 O -4.54607 6.20487 -7.64475
160 C -3.96457 6.82602 -8.66448
161 O -4.62108 7.28553 -9.59993
162 O -2.70339 6.83640 -8.71547
163 H -3.65623 6.04848 -7.32021

Atom charges from the Mulliken analysis, given in e for atoms 1 to 6: number 1, C, carries -0.87; number 2, N, carries 0.03; number 3, C, carries -0.28; number 4, C, carries -0.59; number 5, C, carries 0.58; number 6, C, carries -0.70



Record 2
Density functional theory data (wB97M-V/def2-TZVPD) for 11 unconnected molecules or ions with the total composition C56H111Br2N16O in a non-equilibrium geometry.

Output
- F_max: 5.9 eV/A
- Total charge: +7
- Frontier orbital gap: 4.32 eV
- E_HOMO: -15.5 eV

Geometry (Å):
1 C -4.34610 0.83695 4.80675
2 C -3.60892 1.14718 6.13162
3 N -2.64770 2.19656 5.69767
4 C -2.97543 3.37006 5.20307
5 C -1.82514 4.21076 5.23241
6 N -0.76816 3.45898 5.77112
7 C -1.34188 2.22115 6.09446
8 C 0.59902 3.87949 5.98167
9 H -4.97742 -0.01001 5.07548
10 H -3.66976 0.42555 4.05749
11 H -5.05191 1.58584 4.44747
12 H -3.12472 0.20719 6.39629
13 H -4.13505 1.50093 7.01827
14 H -4.02403 3.52846 4.99873
15 H -1.61189 5.25211 5.04130
16 H -0.86932 1.34940 6.52240
17 H 0.64817 4.64825 6.75285
18 H 1.07893 4.29892 5.09744
19 H 1.11938 2.99174 6.34113
20 C 4.75668 -0.48535 5.14750
21 C 6.06668 0.37171 4.99382
22 N 7.01533 0.22737 6.14275
23 C 8.38024 0.43624 6.13633
24 C 8.89805 0.31740 7.44994
25 N 7.84129 0.05407 8.27418
26 C 6.73975 0.01101 7.46766
27 C 7.87231 -0.12331 9.65604
28 H 4.11706 -0.31354 4.28178
29 H 4.15416 -0.32646 6.04182
30 H 4.94395 -1.55903 5.16307
31 H 5.78187 1.40644 4.80321
32 H 6.49763 0.04930 4.04596
33 H 8.89112 0.53403 5.18984
34 H 9.85801 0.23943 7.93860
35 H 5.75075 -0.11417 7.88310
36 H 6.99274 -0.66729 10.00032
37 H 7.87450 0.90478 10.01816
38 H 8.76967 -0.63397 10.00545
39 C 9.13416 0.71319 -7.06062
40 C 8.58119 2.07382 -6.51444
41 N 7.60334 1.92118 -5.40494
42 C 7.84253 1.93944 -4.06761
43 C 6.59324 1.89226 -3.45630
44 N 5.56168 1.76997 -4.41789
45 C 6.21026 1.84072 -5.60322
46 C 4.12375 1.87335 -4.18677
47 H 8.45873 0.16028 -7.71343
48 H 9.45269 0.06310 -6.24574
49 H 10.03431 0.94238 -7.63098
50 H 8.11268 2.60394 -7.34362
51 H 9.36221 2.71284 -6.10239
52 H 8.83798 1.95848 -3.64916
53 H 6.22445 1.88690 -2.44123
54 H 5.73879 1.88883 -6.57369
55 H 3.78245 1.09236 -3.50732
56 H 3.59661 1.60391 -5.10199
57 H 3.83692 2.87571 -3.86880
58 C -12.27322 2.97664 2.47891
59 C -12.48136 1.94680 1.38528
60 N -11.53655 0.81941 1.59797
61 C -10.17995 0.85919 1.24340
62 C -9.60792 -0.36914 1.58754
63 N -10.60035 -1.07262 2.30403
64 C -11.78365 -0.37822 2.32077
65 C -10.51078 -2.40866 2.80492
66 H -12.89260 3.87297 2.51179
67 H -11.24973 3.34688 2.41995
68 H -12.33646 2.55405 3.48166
69 H -12.42897 2.32803 0.36546
70 H -13.47224 1.51863 1.53662
71 H -9.68646 1.74517 0.87203
72 H -8.59604 -0.74337 1.53790
73 H -12.69037 -0.67184 2.82876
74 H -11.38244 -2.74498 3.36634
75 H -9.62799 -2.51620 3.43517
76 H -10.29431 -2.96554 1.89325
77 C -1.76426 -4.38257 4.81055
78 C -2.69705 -5.63983 4.67301
79 N -2.40865 -6.81985 5.48973
80 C -2.66635 -7.07523 6.84627
81 C -2.09017 -8.27898 7.23970
82 N -1.47660 -8.76854 6.14007
83 C -1.67932 -7.91615 5.05303
84 C -0.76814 -10.05273 6.09661
85 H -0.79404 -4.56710 4.34933
86 H -1.66737 -4.21573 5.88334
87 H -1.98613 -3.34083 4.57892
88 H -2.61829 -5.97558 3.63901
89 H -3.77013 -5.46117 4.74129
90 H -3.26749 -6.34259 7.36421
91 H -2.04818 -8.87159 8.14162
92 H -1.31680 -8.04029 4.04330
93 H -1.41712 -10.83991 5.71283
94 H -0.45901 -10.40997 7.07891
95 H 0.10537 -9.95544 5.45194
96 C -5.42763 9.11405 -1.88419
97 C -4.42383 8.13427 -2.48888
98 N -3.23946 8.08534 -1.65977
99 C -3.04915 8.28231 -0.27984
100 C -1.71785 8.12340 0.06953
101 N -1.00284 7.91314 -1.13714
102 C -1.97795 7.73361 -2.09489
103 C 0.49310 7.75802 -1.26682
104 H -6.26895 9.54782 -2.42468
105 H -4.92455 10.00562 -1.50986
106 H -5.92985 8.44920 -1.18143
107 H -4.14548 8.38516 -3.51244
108 H -4.90597 7.15814 -2.54171
109 H -3.86891 8.53893 0.37479
110 H -1.20799 8.19683 1.01876
111 H -1.79554 7.36832 -3.09474
112 H 0.68798 6.91693 -1.93219
113 H 0.87807 7.53517 -0.27172
114 H 0.85731 8.69730 -1.68301
115 C -4.17569 -2.69334 -6.14915
116 C -4.32957 -1.75140 -7.38799
117 N -3.39026 -0.66100 -7.47468
118 C -3.54360 0.65739 -7.07792
119 C -2.37345 1.35467 -7.35015
120 N -1.48321 0.37445 -7.98862
121 C -2.20319 -0.79827 -7.97307
122 C -0.12682 0.52898 -8.52488
123 H -3.18173 -3.01284 -5.83603
124 H -4.59023 -3.66807 -6.40633
125 H -4.71748 -2.34719 -5.26895
126 H -5.35522 -1.38242 -7.38539
127 H -4.15825 -2.32365 -8.29974
128 H -4.45931 1.06384 -6.67460
129 H -2.05636 2.34688 -7.06483
130 H -1.89629 -1.75147 -8.37755
131 H 0.08201 1.59718 -8.58356
132 H -0.00073 0.00128 -9.47026
133 H 0.60677 0.07514 -7.85855
134 C 3.84696 -3.57475 -0.33432
135 C 4.95997 -2.56594 -0.62701
136 C 5.46182 -2.68950 -2.04450
137 C 5.89686 -4.15088 -2.42972
138 N 6.63701 -4.17435 -3.87466
139 C 5.72960 -3.60662 -5.03906
140 C 6.47710 -4.11315 -6.32049
141 C 7.25589 -5.42085 -5.96091
142 C 7.01316 -5.58993 -4.43630
143 C 7.98700 -3.43425 -3.78389
144 H 3.44319 -3.33470 0.64928
145 H 4.30033 -4.55640 -0.19677
146 H 3.24232 -3.54476 -1.24074
147 H 5.77007 -2.59150 0.10182
148 H 4.63945 -1.52919 -0.52439
149 H 6.31627 -2.03194 -2.20461
150 H 4.65113 -2.35992 -2.69431
151 H 5.13807 -4.88550 -2.69928
152 H 6.62390 -4.60458 -1.75616
153 H 5.64294 -2.52187 -4.97665
154 H 4.78253 -4.12535 -4.89045
155 H 7.01497 -3.30393 -6.81438
156 H 5.78643 -4.25375 -7.15194
157 H 8.27013 -5.42072 -6.36018
158 H 6.90934 -6.35430 -6.40438
159 H 7.74505 -5.99769 -3.73904
160 H 6.04148 -6.03676 -4.22591
161 H 8.70256 -3.81351 -4.51342
162 H 8.36955 -3.45653 -2.76345
163 H 7.81455 -2.39298 -4.05610
164 C -4.32990 1.28844 -1.58223
165 N -2.91177 1.32911 -1.02085
166 C -1.83350 1.68693 -2.15409
167 C -2.90992 2.55275 -0.04544
168 C -2.55964 -0.06643 -0.39186
169 C -1.19951 -0.12282 0.28810
170 O -1.01970 0.61873 1.42195
171 H -4.49624 2.24999 -2.06789
172 H -5.01154 1.01782 -0.77587
173 H -4.21137 0.50488 -2.33062
174 H -0.80331 1.50873 -1.84579
175 H -1.93199 2.73913 -2.42103
176 H -2.12404 1.05179 -2.99092
177 H -3.46189 2.24075 0.84118
178 H -3.34476 3.46847 -0.44604
179 H -1.88074 2.75236 0.25298
180 H -2.56388 -0.84448 -1.15523
181 H -3.43142 -0.28147 0.22610
182 H -0.33871 -0.02591 -0.37351
183 H -1.04806 -1.13921 0.65160
184 H -0.24948 1.19114 1.39513
185 Br -5.54806 -4.23153 0.07658
186 Br 2.72516 3.00927 0.68974

Atom charges from the Mulliken analysis, given in e for atoms 1 to 6: number 1, C, carries -1.15; number 2, C, carries -0.41; number 3, N, carries 0.28; number 4, C, carries -0.33; number 5, C, carries -0.60; number 6, N, carries 0.15